Molecular formula: C3H13NO2S2
Method: DFT, wB97M-V/def2-TZVPD

Summary:
Kohn-Sham gap = 0.333 hartree
total energy = -30576.863 eV
energy relative to the best compared isomer or geometry (same formula, charge and spin) = 22.2 kcal/mol
multiplicity = 1
net charge = 0

Geometry (Å):
1 C 0.0821 -1.1698 1.8146
2 N -1.1596 -1.2933 1.0648
3 C -1.7061 -0.0755 0.4833
4 C -0.9947 0.3256 -0.8388
5 S -0.5899 -1.1075 -1.9198
6 S -2.4078 -1.9651 -2.4035
7 H 0.8161 -1.7999 1.3007
8 H 0.0109 -1.6648 2.7884
9 H 0.4700 -0.1699 1.9739
10 H -1.8680 -1.8169 1.5569
11 H -2.7587 -0.1663 0.2239
12 H -1.6169 0.7229 1.2263
13 H 0.0143 0.7410 -0.7829
14 H -1.6427 1.0533 -1.3253
15 H -2.6676 -1.4315 -3.5866
16 O 3.0444 0.2157 0.5177
17 H 2.3745 -0.1137 -0.1107
18 H 2.5635 0.9485 0.9141
19 O 2.3200 2.9306 -0.8498
20 H 2.9483 2.2161 -0.6804
21 H 2.7681 3.6206 -1.3669

Atoms 1-6, force components in eV/Å:
C 0.07 -1.62 -0.13
N -0.82 0.32 -0.03
C 1.13 -0.15 -0.10
C -0.31 -0.69 -0.01
S -0.62 0.37 -0.21
S 0.26 -0.30 0.85

These are the Mulliken partial charges, in e, on atoms 1 to 2: -0.854, -0.183